Molecular formula: C62H49F9N3O4PPd
Method: DFT, ωB97M-V/def2-TZVPD

Element x y z (Å)
Pd1 -1.031 1.386 -0.527
C1 3.114 -1.261 4.030
C2 3.209 -0.140 3.015
C3 4.598 0.452 2.905
O1 2.301 0.913 3.320
C4 1.141 0.691 2.496
C5 1.869 0.297 1.208
O2 2.793 -0.649 1.750
C6 1.361 -0.233 -0.171
O3 0.822 0.876 -0.861
C7 2.732 -0.472 -0.893
C8 3.473 -1.647 -0.937
C9 4.767 -1.675 -1.449
C10 5.372 -0.522 -1.914
C11 4.653 0.664 -1.873
C12 3.361 0.683 -1.377
C13 0.256 -1.384 -0.384
C14 -0.548 -1.133 -3.226
C15 -1.536 -2.307 -3.356
C16 -1.621 -3.056 -1.993
C17 -0.545 -3.666 -1.097
C18 0.619 -2.831 -0.492
C19 0.086 1.810 2.535
O4 -0.949 1.392 1.710
C20 0.600 3.208 2.151
C21 -0.290 4.085 1.535
C22 0.069 5.392 1.235
C23 1.347 5.846 1.523
C24 2.249 4.983 2.129
C25 1.878 3.683 2.455
C26 -0.507 1.897 3.972
C27 -1.578 2.767 4.189
C28 -2.224 2.825 5.412
C29 -1.818 2.006 6.459
C30 -0.757 1.140 6.261
C31 -0.106 1.088 5.031
H1 3.445 -0.909 5.008
H2 3.741 -2.098 3.720
H3 2.085 -1.616 4.099
H4 4.874 0.937 3.843
H5 4.613 1.192 2.104
H6 5.320 -0.331 2.679
H7 0.653 -0.185 2.897
H8 2.410 1.199 0.895
H9 3.090 -2.569 -0.539
H10 5.304 -2.616 -1.465
H11 6.382 -0.546 -2.301
H12 5.099 1.586 -2.228
H13 2.823 1.620 -1.359
H14 -0.887 -0.315 -3.864
H15 -1.448 -2.876 -4.281
H16 -2.374 -3.844 -2.106
H17 -0.244 -4.645 -1.476
H18 1.571 -3.296 -0.309
H19 -1.278 3.715 1.287
H20 -0.649 6.053 0.762
H21 1.636 6.863 1.284
H22 3.250 5.324 2.367
H23 2.583 3.040 2.957
H24 -1.915 3.402 3.383
H25 -3.050 3.513 5.550
H26 -2.321 2.049 7.417
H27 -0.421 0.500 7.068
H28 0.739 0.422 4.926
N1 -2.972 3.338 -2.207
C32 -3.628 2.768 -1.115
C33 -4.984 3.049 -0.937
C34 -5.652 2.495 0.132
C35 -4.952 1.704 1.035
C36 -3.618 1.467 0.799
N2 -2.981 1.950 -0.286
C37 -1.695 3.922 -2.245
C38 -1.473 4.985 -3.123
C39 -0.203 5.517 -3.201
C40 0.809 4.996 -2.402
C41 0.491 3.959 -1.552
N3 -0.736 3.431 -1.482
H29 -3.616 3.805 -2.826
H30 -5.487 3.713 -1.629
H31 -6.704 2.702 0.278
H32 -5.426 1.284 1.910
H33 -2.984 0.915 1.483
H34 -2.283 5.377 -3.726
H35 -0.002 6.338 -3.876
H36 1.814 5.392 -2.427
H37 1.221 3.510 -0.890
F1 -0.577 -5.938 4.304
C42 0.222 -5.763 3.232
F2 1.462 -5.546 3.709
F3 0.251 -6.928 2.567
C43 -0.244 -4.616 2.392
C44 -0.272 -3.280 2.988
C45 -0.282 -2.234 2.164
C46 -0.279 -2.407 0.698
C47 -1.189 -3.633 0.309
C48 -0.683 -4.790 1.148
P1 -0.960 -0.597 -1.465
C49 -2.364 -1.765 -1.511
C50 -3.412 -1.740 -0.452
C51 -4.648 -2.133 -0.760
C52 -4.971 -2.590 -2.123
C53 -4.153 -2.395 -3.156
C54 -2.877 -1.639 -2.970
C55 -6.294 -3.269 -2.301
F4 -6.382 -4.375 -1.537
F5 -7.307 -2.462 -1.924
F6 -6.533 -3.640 -3.566
C56 0.874 -1.443 -3.594
C57 1.351 -2.753 -3.620
C58 2.633 -3.035 -4.062
C59 3.450 -2.005 -4.503
C60 2.994 -0.697 -4.478
C61 1.716 -0.423 -4.019
C62 4.808 -2.320 -5.055
F7 5.391 -3.346 -4.408
F8 5.650 -1.276 -4.988
F9 4.742 -2.678 -6.356
H38 -0.381 -3.162 4.059
H39 -0.533 -1.253 2.533
H40 -2.279 -3.599 0.384
H41 -0.719 -5.779 0.705
H42 -3.165 -1.404 0.549
H43 -5.438 -2.134 -0.019
H44 -4.441 -2.707 -4.153
H45 -3.004 -0.624 -3.370
H46 0.720 -3.572 -3.303
H47 2.994 -4.056 -4.072
H48 3.641 0.107 -4.800
H49 1.365 0.602 -3.982

Summary:
- orbital gap (eV) = 7.48
- HOMO energy (eV) = -7.498
- LUMO (eV) = -0.018